Computed, not measured: the molecule C28H29N5O6 in a non-equilibrium geometry, with the ωB97M-V functional and the def2-TZVPD basis.

XYZ file:
```
68
C28H29N5O6 (the ωB97M-V functional and the def2-TZVPD basis)
C -2.198 -5.546 -0.731
H -2.774 -6.433 -0.473
O -1.620 -5.105 0.475
C -0.813 -4.014 0.460
C -0.248 -3.663 1.686
C 0.585 -2.567 1.769
C 0.847 -1.805 0.647
C 0.299 -2.152 -0.593
C -0.535 -3.260 -0.676
H -0.962 -3.535 -1.625
O 0.623 -1.341 -1.629
C 0.154 -1.665 -2.915
H -0.940 -1.641 -2.962
H 0.558 -0.901 -3.577
H 0.514 -2.647 -3.237
N 1.727 -0.682 0.707
C 1.312 0.516 1.192
N 2.050 1.572 1.245
C 3.326 1.508 0.773
C 4.133 2.656 0.830
C 5.417 2.620 0.351
C 5.922 1.435 -0.198
C 5.151 0.290 -0.267
C 3.848 0.321 0.220
C 3.008 -0.877 0.170
O 3.347 -1.954 -0.261
H 5.545 -0.623 -0.689
N 7.271 1.415 -0.698
O 7.682 0.380 -1.179
O 7.920 2.438 -0.610
H 6.057 3.489 0.385
H 3.715 3.554 1.257
C -0.102 0.623 1.698
N -1.027 0.213 0.660
C -2.337 -0.195 1.129
C -3.228 0.994 1.522
N -3.378 1.900 0.400
C -4.424 1.718 -0.500
C -4.232 1.677 -1.880
C -5.293 1.570 -2.763
C -6.582 1.485 -2.285
C -6.807 1.535 -0.916
C -5.758 1.666 -0.025
O -5.933 1.772 1.334
C -7.241 1.859 1.840
H -7.128 2.012 2.913
H -7.785 2.706 1.410
H -7.807 0.937 1.667
H -7.823 1.489 -0.557
H -7.418 1.391 -2.961
H -5.100 1.543 -3.826
H -3.234 1.730 -2.284
C -2.082 2.345 -0.068
C -1.152 1.172 -0.425
H -0.159 1.541 -0.686
H -1.556 0.627 -1.283
H -2.205 3.015 -0.919
H -1.629 2.923 0.746
H -4.203 0.640 1.845
H -2.768 1.546 2.349
H -2.216 -0.884 1.967
H -2.816 -0.740 0.307
H -0.237 1.656 2.049
H -0.224 -0.051 2.550
H 1.045 -2.304 2.710
H -0.465 -4.269 2.549
H -2.869 -4.792 -1.155
H -1.434 -5.814 -1.468
```

The energy relative to the best compared isomer or geometry (same formula, charge and spin) is 37.4 kcal per mole. The lowest unoccupied orbital energy comes out at -0.01946 Ha. The HOMO energy is -7.43 eV. Its structure (SMILES) is COc1ccc(-n2c(CN3CCN(c4ccccc4OC)CC3)nc3ccc([N+](=O)[O-])cc3c2=O)c(OC)c1. The value obtained for the total energy is -49239.0611 eV. The charge is 0.

natural (NBO) charges, unit e, in atom order:
1 C -0.25
2 H 0.20
3 O -0.49
4 C 0.34
5 C -0.30
6 C -0.17
7 C 0.05
8 C 0.44
9 C -0.41
10 H 0.23
11 O -0.51
12 C -0.25
13 H 0.18
14 H 0.21
15 H 0.18
16 N -0.45
17 C 0.51
18 N -0.53
19 C 0.28
20 C -0.24
21 C -0.15
22 C -0.02
23 C -0.10
24 C -0.23
25 C 0.68
26 O -0.58
27 H 0.27
28 N 0.53
29 O -0.37
30 O -0.38
31 H 0.25
32 H 0.23
33 C -0.27
34 N -0.46
35 C -0.23
36 C -0.22
37 N -0.44
38 C 0.11
39 C -0.21
40 C -0.24
41 C -0.23
42 C -0.28
43 C 0.27
44 O -0.51
45 C -0.25
46 H 0.20
47 H 0.18
48 H 0.17
49 H 0.22
50 H 0.21
51 H 0.21
52 H 0.20
53 C -0.23
54 C -0.24
55 H 0.21
56 H 0.19
57 H 0.21
58 H 0.20
59 H 0.23
60 H 0.19
61 H 0.21
62 H 0.20
63 H 0.21
64 H 0.22
65 H 0.22
66 H 0.23
67 H 0.18
68 H 0.18

=====

Computed, not measured: a cluster of 5 separate species, C23H38ClF3O15SSi in total in a non-equilibrium geometry, with the ωB97M-V functional and the def2-TZVPD basis.

XYZ file:
```
82
C23H38ClF3O15SSi (the ωB97M-V functional and the def2-TZVPD basis)
O 3.272 -1.573 0.332
S 3.824 -0.961 1.581
O 4.494 0.327 1.237
Cl 5.272 -2.312 2.297
C 2.599 -0.809 2.944
C 1.477 0.298 2.699
C 0.749 0.211 1.288
C 0.069 -1.189 0.946
Si -0.881 -2.027 2.376
C -2.735 -1.572 2.478
C -3.057 -0.023 2.305
O -3.582 0.237 1.001
C -4.165 0.486 3.349
F -4.319 1.885 3.314
F -3.836 0.169 4.679
F -5.436 -0.037 3.081
H 3.180 -0.496 3.881
H 2.182 -1.838 3.162
H 0.762 0.356 3.588
H 2.028 1.302 2.712
H 0.002 1.054 1.195
H 1.549 0.401 0.492
H -0.706 -0.970 0.132
H 0.771 -1.957 0.493
H -0.796 -3.495 2.206
H -0.181 -1.743 3.645
H -3.320 -2.250 1.774
H -3.080 -1.870 3.531
H -2.127 0.609 2.428
H -3.774 -0.599 0.533
C 7.690 -3.013 6.784
C 6.475 -2.189 7.150
C 5.223 -3.008 7.259
O 4.209 -2.047 6.982
C 4.776 -1.125 6.154
O 4.161 -0.305 5.539
O 6.128 -1.266 6.116
H 7.587 -3.444 5.785
H 8.587 -2.391 6.769
H 7.842 -3.821 7.503
H 6.666 -1.618 8.064
H 5.093 -3.443 8.250
H 5.160 -3.801 6.507
C -1.635 -1.960 -5.442
C -1.526 -1.579 -3.983
C -0.212 -1.960 -3.374
O -0.545 -2.096 -1.997
C -1.853 -2.475 -1.957
O -2.406 -2.898 -0.984
O -2.447 -2.313 -3.171
H -1.610 -3.045 -5.571
H -2.582 -1.614 -5.859
H -0.821 -1.517 -6.020
H -1.737 -0.512 -3.854
H 0.553 -1.197 -3.519
H 0.169 -2.923 -3.732
C 1.545 4.436 -0.584
C 0.636 3.757 -1.586
C -0.701 4.425 -1.710
O -1.532 3.357 -2.152
C -0.988 2.216 -1.644
O -1.541 1.158 -1.621
O 0.267 2.443 -1.162
H 1.137 4.366 0.428
H 2.524 3.955 -0.563
H 1.682 5.490 -0.837
H 1.139 3.672 -2.555
H -0.695 5.243 -2.431
H -1.091 4.792 -0.755
C -5.756 2.818 -6.687
C -4.395 2.356 -7.164
C -4.135 0.908 -6.875
O -2.713 0.863 -6.811
C -2.313 2.095 -6.380
O -1.213 2.348 -5.995
O -3.337 2.991 -6.444
H -5.830 2.765 -5.598
H -5.928 3.860 -6.965
H -6.548 2.208 -7.127
H -4.269 2.587 -8.227
H -4.514 0.250 -7.658
H -4.534 0.581 -5.909
```

The lowest unoccupied orbital energy comes out at -0.00083 Ha. The HOMO energy is -9.87 eV. Its structure (SMILES) is O=S(=O)(Cl)CCCC[SiH2]C[C@@H](O)C(F)(F)F.C[C@@H]1COC(=O)O1.C[C@@H]1COC(=O)O1.C[C@@H]1COC(=O)O1.C[C@@H]1COC(=O)O1. The value obtained for the total energy is -94567.5675 eV. The charge is 0.

Löwdin charges, unit e, in atom order:
1 O -0.39
2 S 0.44
3 O -0.37
4 Cl 0.32
5 C -0.27
6 C -0.23
7 C -0.25
8 C -0.30
9 Si 0.68
10 C -0.25
11 C -0.29
12 O -0.03
13 C -0.40
14 F 0.07
15 F 0.07
16 F 0.09
17 H 0.08
18 H 0.10
19 H 0.11
20 H 0.12
21 H 0.10
22 H 0.11
23 H 0.06
24 H 0.07
25 H -0.03
26 H -0.04
27 H 0.09
28 H 0.09
29 H 0.15
30 H 0.10
31 C -0.02
32 C -0.34
33 C -0.11
34 O 0.07
35 C -0.53
36 O 0.13
37 O 0.09
38 H 0.09
39 H 0.09
40 H 0.09
41 H 0.16
42 H 0.14
43 H 0.14
44 C -0.02
45 C -0.34
46 C -0.10
47 O 0.04
48 C -0.54
49 O 0.14
50 O 0.09
51 H 0.09
52 H 0.07
53 H 0.10
54 H 0.15
55 H 0.15
56 H 0.14
57 C -0.02
58 C -0.34
59 C -0.11
60 O 0.07
61 C -0.53
62 O 0.16
63 O 0.07
64 H 0.09
65 H 0.09
66 H 0.09
67 H 0.16
68 H 0.14
69 H 0.14
70 C -0.02
71 C -0.34
72 C -0.11
73 O 0.04
74 C -0.54
75 O 0.16
76 O 0.09
77 H 0.09
78 H 0.09
79 H 0.09
80 H 0.16
81 H 0.14
82 H 0.14

=====

Computed, not measured: the molecule CH4N2OS in a non-equilibrium geometry, with the ωB97M-V functional and the def2-TZVPD basis.

XYZ file:
```
9
CH4N2OS (the ωB97M-V functional and the def2-TZVPD basis)
C 0.130 -0.058 0.220
H 0.973 -1.618 -0.755
H 1.193 -1.539 1.055
H -0.971 0.948 -1.064
H 0.443 -0.492 -2.684
N 0.807 -1.199 0.151
N -0.153 0.420 -1.072
O -0.249 -0.587 -2.039
S -0.313 0.825 1.555
```

The energy relative to the best compared isomer or geometry (same formula, charge and spin) is 39.6 kcal per mole. The lowest unoccupied orbital energy comes out at 0.01789 Ha. The HOMO energy is -8.58 eV. Its structure (SMILES) is NC(=S)NO. The value obtained for the total energy is -16963.4706 eV. The charge is 0.

natural (NBO) charges, unit e, in atom order:
1 C 0.24
2 H 0.41
3 H 0.42
4 H 0.38
5 H 0.48
6 N -0.79
7 N -0.33
8 O -0.58
9 S -0.23

=====

Computed, not measured: the molecule CH6NO4P in a non-equilibrium geometry, with the ωB97M-V functional and the def2-TZVPD basis.

XYZ file:
```
13
CH6NO4P (the ωB97M-V functional and the def2-TZVPD basis)
C 0.086 -1.409 -0.578
N -1.012 -0.608 -0.220
O 2.949 -0.653 -0.512
O 1.525 -0.245 1.539
O 1.940 2.078 0.340
O 1.063 1.401 -0.512
P 1.607 -0.433 0.000
H 0.518 -1.651 -1.652
H 0.009 -2.424 -0.125
H -0.840 0.296 -0.671
H -1.923 -1.058 -0.420
H 0.784 0.300 1.970
H 2.786 1.682 0.072
```

The energy relative to the best compared isomer or geometry (same formula, charge and spin) is 63.8 kcal per mole. The lowest unoccupied orbital energy comes out at 0.02031 Ha. The HOMO energy is -9.87 eV. Its structure (SMILES) is NC[P@](=O)(O)OO. The value obtained for the total energy is -20101.0892 eV. The charge is 0.

natural (NBO) charges, unit e, in atom order:
1 C -0.55
2 N -0.85
3 O -1.05
4 O -1.01
5 O -0.46
6 O -0.53
7 P 2.22
8 H 0.20
9 H 0.24
10 H 0.39
11 H 0.38
12 H 0.55
13 H 0.46

=====

Computed, not measured: a structure of composition C46H52N5P2PdS2 in a non-equilibrium geometry, with the ωB97M-V functional and the def2-TZVPD basis.

XYZ file:
```
108
C46H52N5P2PdS2 (the ωB97M-V functional and the def2-TZVPD basis)
Pd 0.960 0.802 -0.796
C 3.856 2.769 -0.801
P 2.935 1.579 0.305
C 4.179 0.299 0.611
C 4.477 -0.537 -0.465
C 5.395 -1.557 -0.309
C 6.005 -1.752 0.921
C 5.695 -0.934 1.995
C 4.779 0.093 1.846
C 2.640 2.375 1.910
C 1.693 1.720 2.696
C 1.282 2.255 3.900
C 1.800 3.471 4.320
C 2.736 4.131 3.542
C 3.161 3.588 2.341
C 3.126 2.891 -2.101
C 3.502 3.466 -3.328
C 2.466 3.216 -4.219
C 1.487 2.501 -3.506
C 0.189 1.916 -3.947
P -0.422 0.650 -2.707
C -0.208 -0.928 -3.602
C 0.854 -1.733 -3.189
C 1.052 -2.979 -3.759
C 0.198 -3.431 -4.754
C -0.826 -2.612 -5.205
C -1.033 -1.367 -4.635
C -2.203 1.006 -2.651
C -2.595 2.304 -2.313
C -3.930 2.606 -2.120
C -4.889 1.614 -2.251
C -4.507 0.315 -2.547
C -3.170 0.009 -2.729
N 1.902 2.340 -2.237
H 4.868 2.385 -0.970
H 3.949 3.741 -0.309
H 3.974 -0.376 -1.416
H 5.636 -2.208 -1.137
H 6.725 -2.547 1.044
H 6.168 -1.096 2.952
H 4.527 0.735 2.679
H 1.278 0.789 2.324
H 0.555 1.741 4.512
H 1.467 3.908 5.249
H 3.142 5.075 3.873
H 3.890 4.116 1.744
H 4.413 3.992 -3.527
H 2.415 3.502 -5.251
H 0.304 1.431 -4.923
H -0.572 2.698 -4.053
H 1.531 -1.363 -2.416
H 1.872 -3.601 -3.431
H 0.330 -4.415 -5.179
H -1.472 -2.941 -6.005
H -1.836 -0.736 -4.988
H -1.843 3.073 -2.184
H -4.224 3.615 -1.864
H -5.932 1.852 -2.110
H -5.246 -0.469 -2.632
H -2.876 -1.011 -2.933
N 0.959 4.129 0.193
C -0.155 3.574 0.681
N -0.586 2.402 0.332
C -1.803 2.115 0.893
C -2.572 0.995 0.608
C -3.830 0.889 1.166
C -4.303 1.854 2.051
C -3.541 2.967 2.366
C -2.303 3.101 1.764
S -1.172 4.435 1.839
H 1.382 3.664 -0.605
H 1.199 5.076 0.426
H -2.173 0.261 -0.079
H -4.461 0.049 0.910
H -5.286 1.748 2.486
H -3.906 3.720 3.048
C 0.513 -1.703 4.845
C -0.993 -1.866 5.036
C -1.729 -2.499 3.849
C -1.999 -1.588 2.644
N -0.791 -1.354 1.886
C -0.358 -1.723 0.685
S 1.308 -1.450 0.392
N -1.025 -2.312 -0.310
C -2.419 -2.657 -0.494
C -2.854 -3.962 0.185
C -2.516 -5.226 -0.605
C -1.022 -5.473 -0.764
H 0.993 -1.549 5.808
H 0.769 -0.849 4.222
H 0.947 -2.595 4.400
H -1.440 -0.902 5.291
H -1.149 -2.528 5.890
H -2.695 -2.860 4.205
H -1.156 -3.362 3.503
H -2.385 -0.618 2.973
H -2.749 -2.049 2.008
H -0.067 -0.912 2.441
H -0.428 -2.497 -1.108
H -2.570 -2.760 -1.570
H -3.045 -1.831 -0.151
H -3.939 -3.925 0.310
H -2.398 -4.033 1.173
H -2.979 -5.170 -1.592
H -2.963 -6.075 -0.083
H -0.590 -4.821 -1.518
H -0.852 -6.501 -1.067
H -0.498 -5.307 0.173
```

The energy relative to the best compared isomer or geometry (same formula, charge and spin) is 37.1 kcal per mole. The lowest unoccupied orbital energy comes out at -0.12320 Ha. The HOMO energy is -9.33 eV. The value obtained for the total energy is -99722.4845 eV. The charge is +1.

Löwdin population analysis, charges in e, atoms 1 to 99:
1 Pd 0.42
2 C -0.22
3 P 1.03
4 C -0.40
5 C -0.13
6 C -0.07
7 C -0.07
8 C -0.07
9 C -0.07
10 C -0.38
11 C -0.12
12 C -0.07
13 C -0.07
14 C -0.07
15 C -0.09
16 C -0.41
17 C -0.06
18 C -0.06
19 C -0.39
20 C -0.22
21 P 1.03
22 C -0.36
23 C -0.14
24 C -0.07
25 C -0.07
26 C -0.07
27 C -0.09
28 C -0.36
29 C -0.11
30 C -0.06
31 C -0.07
32 C -0.07
33 C -0.11
34 N -0.06
35 H 0.10
36 H 0.07
37 H 0.10
38 H 0.11
39 H 0.11
40 H 0.11
41 H 0.10
42 H 0.05
43 H 0.10
44 H 0.11
45 H 0.11
46 H 0.10
47 H 0.10
48 H 0.10
49 H 0.10
50 H 0.08
51 H 0.04
52 H 0.11
53 H 0.11
54 H 0.11
55 H 0.11
56 H 0.11
57 H 0.12
58 H 0.11
59 H 0.11
60 H 0.08
61 N 0.14
62 C -0.68
63 N 0.05
64 C -0.32
65 C -0.06
66 C -0.10
67 C -0.08
68 C -0.08
69 C -0.46
70 S 1.09
71 H 0.06
72 H 0.12
73 H 0.08
74 H 0.11
75 H 0.11
76 H 0.11
77 C -0.09
78 C -0.24
79 C -0.18
80 C -0.17
81 N 0.04
82 C -0.76
83 S 0.70
84 N 0.03
85 C -0.17
86 C -0.19
87 C -0.25
88 C -0.10
89 H 0.08
90 H 0.04
91 H 0.08
92 H 0.11
93 H 0.11
94 H 0.12
95 H 0.11
96 H 0.12
97 H 0.10
98 H 0.07
99 H 0.08

=====

Q: Among the records above, which one has the highest charge?
A: C46H52N5P2PdS2